{"formula": "C27H44BeBrN3OP2", "method": "ωB97M-V/def2-TZVPD", "fmax_ha_per_bohr": 0.06948, "homo_lumo_gap_ev": 6.4, "total_charge": 2, "e_lumo_ev": -7.34, "e_tot_ha": -4565.75558, "spin_multiplicity": 1, "symbols": ["C", "C", "C", "C", "N", "C", "C", "C", "C", "C", "C", "C", "C", "C", "Be", "P", "H", "H", "H", "H", "H", "H", "H", "H", "C", "C", "H", "H", "H", "H", "H", "C", "C", "H", "H", "H", "H", "H", "C", "C", "H", "H", "H", "H", "H", "Br", "P", "C", "C", "H", "H", "H", "H", "H", "C", "C", "H", "H", "H", "H", "H", "C", "C", "H", "H", "H", "H", "H", "C", "N", "C", "N", "O", "H", "H", "H", "H", "H", "H"], "coordinates": [[0.658742, -0.066104, -4.219884], [1.361227, 0.123181, -2.997037], [2.219910, 1.254477, -2.860712], [2.332790, 2.106211, -3.953161], [1.653467, 1.927104, -5.091232], [0.861653, 0.860146, -5.235736], [1.143322, -0.767956, -1.960362], [0.912821, -1.446387, -0.888483], [1.634407, -2.693142, -0.482784], [1.325649, -3.379461, 0.690747], [2.093777, -4.462907, 1.123486], [3.184131, -4.874196, 0.358248], [3.483306, -4.236162, -0.849837], [2.707293, -3.148313, -1.255141], [-0.307557, -0.734843, 0.291355], [-1.332204, 1.191352, -0.717548], [2.769820, 1.444811, -1.940434], [-0.021038, -0.907330, -4.354026], [3.003004, 2.968952, -3.905474], [0.360538, 0.727952, -6.198370], [2.933762, -2.593583, -2.164799], [0.474919, -3.067088, 1.299480], [4.308604, -4.571321, -1.463798], [1.849175, -4.970163, 2.049428], [-2.737477, 1.709721, 0.360612], [-3.252737, 3.143073, 0.287415], [-2.428083, 1.482028, 1.391994], [-3.552409, 1.010010, 0.119410], [-4.042186, 3.249739, 1.039850], [-2.487320, 3.894121, 0.513808], [-3.708584, 3.389959, -0.678963], [-0.349159, 2.736928, -0.987239], [-0.742421, 3.727411, -2.084051], [0.682730, 2.395966, -1.180496], [-0.329738, 3.257702, -0.015915], [-0.001137, 4.534987, -2.077296], [-0.725735, 3.286283, -3.088810], [-1.720588, 4.195207, -1.910419], [-2.150758, 0.888022, -2.340327], [-3.344345, 1.745241, -2.767372], [-2.452196, -0.173302, -2.331792], [-1.349632, 0.965391, -3.090018], [-3.671038, 1.387601, -3.750465], [-4.204246, 1.663521, -2.092705], [-3.091621, 2.804505, -2.890850], [4.250189, -6.322966, 0.971793], [0.829424, 0.235806, 1.902135], [0.499070, 1.983278, 2.344810], [0.710740, 2.346877, 3.813481], [-0.547589, 2.191748, 2.051294], [1.133883, 2.612061, 1.696063], [0.434392, 3.398443, 3.948141], [0.077526, 1.751506, 4.482028], [1.759746, 2.242860, 4.119117], [0.306703, -0.825210, 3.306440], [1.320125, -0.999955, 4.427990], [0.051795, -1.815678, 2.892939], [-0.639683, -0.406245, 3.687064], [0.886885, -1.664882, 5.183215], [2.247641, -1.470386, 4.078491], [1.565633, -0.054548, 4.926062], [2.637528, 0.021225, 1.656665], [3.551194, 0.888958, 2.521743], [2.816291, 0.223609, 0.586962], [2.867302, -1.049164, 1.795200], [4.590441, 0.678070, 2.244974], [3.378737, 1.959283, 2.360251], [3.451538, 0.666576, 3.591891], [-3.685899, -2.705758, 1.836043], [-3.397039, -2.822563, 0.402587], [-2.316965, -2.297228, -0.153698], [-2.110348, -2.406211, -1.487470], [-1.501533, -1.626222, 0.606803], [-3.020325, -1.958245, 2.262856], [-3.535027, -3.678679, 2.312451], [-4.726957, -2.402551, 1.968478], [-3.935257, -3.482514, -0.149677], [-1.233583, -2.096992, -1.913694], [-2.669416, -3.093643, -1.973724]], "forces_ev_per_a": [[0.532, 0.196, 0.378], [-0.089, 0.989, -1.172], [-0.359, -0.702, -0.288], [-0.061, 0.018, 0.075], [0.126, -0.249, 0.019], [-0.052, 0.012, 0.062], [-0.963, -1.247, 3.206], [1.576, 0.193, -2.553], [-0.033, -0.032, 0.274], [-0.129, -0.093, 0.349], [-0.028, 0.312, -0.318], [-0.038, -0.100, -0.007], [-0.413, 0.368, 0.045], [0.280, -0.132, 0.072], [0.221, 2.006, -0.863], [-0.443, 0.529, -0.321], [-0.100, -0.149, -0.221], [0.261, 0.173, 0.043], [-0.301, -0.215, -0.081], [0.172, 0.208, 0.281], [0.182, -0.342, 0.078], [0.243, -0.119, -0.188], [0.001, -0.001, 0.073], [0.040, 0.022, -0.105], [0.118, -0.399, 0.173], [-0.318, 0.246, 0.037], [-0.197, 0.002, -0.189], [0.152, 0.080, 0.151], [0.139, 0.091, -0.108], [-0.084, -0.200, -0.058], [0.240, -0.097, 0.242], [0.423, -0.185, 0.303], [-0.018, 0.251, -0.040], [-0.305, 0.184, 0.180], [0.056, -0.185, -0.300], [-0.142, -0.100, -0.076], [-0.067, 0.030, 0.249], [0.288, -0.226, -0.055], [0.111, -0.382, -0.121], [-0.095, 0.107, -0.311], [0.046, 0.430, -0.042], [-0.231, -0.001, 0.137], [-0.050, 0.080, 0.161], [0.251, -0.027, -0.086], [-0.064, -0.324, 0.124], [-0.278, 0.415, -0.234], [-0.166, -0.913, -0.105], [-0.176, 0.100, -0.253], [0.071, 0.262, 0.172], [0.475, -0.084, 0.160], [-0.198, -0.255, 0.173], [0.051, -0.187, 0.067], [0.172, 0.123, -0.154], [-0.348, -0.025, -0.061], [-0.028, 0.031, 0.136], [0.026, -0.140, 0.495], [0.062, 0.413, 0.082], [0.230, -0.079, -0.108], [0.167, 0.109, -0.044], [-0.200, 0.152, 0.035], [-0.025, -0.251, -0.157], [-0.039, -0.020, -0.111], [0.307, -0.056, 0.069], [-0.020, -0.027, 0.290], [-0.184, 0.306, -0.042], [-0.158, 0.112, 0.085], [0.017, -0.215, 0.064], [-0.028, 0.089, -0.318], [-0.203, -0.274, -0.056], [0.176, -0.232, -0.201], [1.004, 0.839, 0.505], [0.007, -0.328, 0.485], [-1.345, -1.128, -0.664], [-0.144, -0.160, -0.008], [0.025, 0.229, 0.048], [0.177, -0.012, -0.023], [-0.028, 0.291, 0.204], [-0.454, -0.305, 0.490], [0.176, 0.199, -0.229]]}